No. 1
The molecule C2H4ClNO, computed with ωB97M-V/def2-TZVPD.

Calculated values
Energy above the lowest of the compared OMol25 structures with the same formula, charge and spin   24.2 kcal per mole
E_HOMO   -10.485 eV
Structure (SMILES)   [H]/N=C(\Cl)OC
2S+1   1

Each line ends with the Mulliken charge.
CARTESIAN COORDINATES (ANGSTROEM)
Cl (2.57847, -0.23527, 0.10838)  -0.1872
O (0.11155, -0.67462, 0.55358)  -0.3064
N (0.51570, 1.49267, -0.19371)  -0.6011
C (0.88978, 0.30701, 0.18596)  0.6434
C (-1.18675, -0.69012, 0.03361)  -0.5989
H (-1.74063, 0.12518, 0.44476)  0.3006
H (1.37793, 1.96715, -0.39151)  0.2436
H (-0.98948, -0.56749, -1.07572)  0.3121
H (-1.55657, -1.72452, 0.33465)  0.1940

Cartesian forces (eV/Å) of the 3 atoms listed first:
-0.44 0.16 0.32
1.55 -0.48 1.03
0.61 -2.97 1.17

---

No. 2
A 2-piece molecular cluster, C4H3Br2Cl2N overall, computed with ωB97M-V/def2-TZVPD.

Calculated values
E_HOMO (spin up / spin down)   -9.244 / -9.243 eV
2S+1   1

Each line ends with the Mulliken charge.
CARTESIAN COORDINATES (ANGSTROEM)
Br (-0.52128, 2.80284, -0.23042)  -0.0475
Br (1.88268, -2.48419, -1.34779)  -0.1291
Cl (-0.24299, -0.49117, -2.49210)  -0.0817
Cl (-1.00540, -2.17092, -0.23255)  -0.0607
N (-0.62448, 0.82648, 3.00085)  -0.3843
C (-0.91380, 1.11535, 0.51221)  -0.6202
C (-0.67905, 0.94904, 1.87054)  0.5511
C (0.21110, -1.24515, -0.98898)  0.5073
C (0.89503, -0.20117, -0.18974)  -1.0566
H (1.35345, -0.51564, 0.77337)  0.4381
H (-1.73883, 0.74607, -0.03543)  0.4324
H (1.38357, 0.66847, -0.63997)  0.4513

Cartesian forces (eV/Å) of the 3 atoms listed first:
0.16 0.54 0.05
-0.94 0.40 -0.02
-0.56 -0.31 -0.54

---

No. 3
C4H8N2 as an isolated structure, computed with ωB97M-V/def2-TZVPD.

Calculated values
Energy above the lowest of the compared OMol25 structures with the same formula, charge and spin   130.7 kcal per mole
E_HOMO   -8.987 eV
2S+1   1

Each line ends with the Mulliken charge.
CARTESIAN COORDINATES (ANGSTROEM)
N (-0.14368, 0.73493, -1.02985)  -0.1940
N (0.18996, 2.07839, -1.13613)  -0.3590
C (0.88786, -1.96067, 1.24336)  -1.0264
C (0.30241, 0.29851, 0.28915)  -0.2348
C (-0.14085, -1.07859, 0.38530)  -0.1481
C (-1.00861, 2.69566, -1.59236)  -0.3490
H (1.92977, -1.52401, 1.04012)  0.3642
H (0.42338, -2.06548, 2.49716)  0.2157
H (0.87527, 0.76616, 1.13555)  0.3636
H (0.59450, -2.97882, 0.79272)  0.2929
H (-1.69969, 2.09621, -2.24994)  0.2561
H (-1.21708, -1.25850, 0.89728)  0.2567
H (-1.06891, 3.72527, -1.72576)  0.3082
H (0.07567, -1.52906, -0.54660)  0.2540

Cartesian forces (eV/Å) of the 3 atoms listed first:
3.71 -0.39 6.81
-6.60 2.97 -1.59
-2.92 -0.48 1.90

---

No. 4
The molecule C4H8OS, computed with ωB97M-V/def2-TZVPD.

Calculated values
Energy above the lowest of the compared OMol25 structures with the same formula, charge and spin   59.4 kcal per mole
E_HOMO   -9.074 eV
2S+1   1

Each line ends with the Mulliken charge.
CARTESIAN COORDINATES (ANGSTROEM)
S (-2.82761, 0.23112, 0.41963)  0.3883
O (-3.89110, 0.03792, -0.53028)  -0.5771
C (-1.53680, -0.99886, 0.10059)  -0.6858
C (-1.20591, 0.26121, -0.47928)  -0.1658
C (0.00206, 1.02119, 0.21845)  -0.3592
C (1.25113, 0.11129, 0.04138)  -1.0528
H (2.13165, 0.59814, 0.49504)  0.3413
H (1.69710, -0.01952, -1.01205)  0.2864
H (1.11488, -0.98503, 0.29376)  0.3042
H (-1.78330, -1.97684, -0.47286)  0.3040
H (-1.40924, 0.16087, -1.55494)  0.4281
H (0.22738, 2.02509, -0.17383)  0.3122
H (-0.23837, 0.84485, 1.36911)  0.1682
H (-0.96841, -1.29584, 1.04643)  0.3078

Cartesian forces (eV/Å) of the 3 atoms listed first:
2.07 -0.02 0.59
-2.22 -0.12 -1.43
0.45 -4.29 2.44

---

No. 5
A 4-piece molecular cluster, C44H57BrI2N3O16S overall, computed with ωB97M-V/def2-TZVPD.

Calculated values
Total charge   +1
E_HOMO   -11.085 eV
2S+1   1

Each line ends with the Mulliken charge.
CARTESIAN COORDINATES (ANGSTROEM)
I (0.35444, 3.19744, 5.87953)  0.1091
I (-2.78893, 1.40103, 2.38471)  0.2404
Br (-1.03265, -0.80572, 4.80871)  -0.0149
S (1.85302, -1.50303, 8.36711)  1.2448
O (-3.47716, -2.70726, 2.67156)  -0.4616
O (2.21412, -2.36075, 9.44313)  -0.6735
O (1.65528, 3.37021, -3.76962)  -0.4769
O (-2.52487, 6.72687, -8.63906)  -0.6210
O (-3.17423, 9.12269, -3.96935)  -0.6160
O (-3.76167, 10.52132, -6.18115)  -0.5548
O (2.90292, -0.31724, 8.11796)  -0.4685
O (1.96897, -7.02389, -3.48355)  -0.5755
O (0.44060, -5.00685, -2.60116)  -0.6236
O (4.32702, 3.30868, -3.98730)  -0.5963
O (1.15635, 5.64429, -7.83426)  -0.5090
O (-3.52522, -7.33093, -3.50986)  -0.5685
O (-1.99781, -9.37935, -4.31090)  -0.5971
O (0.59182, -0.87231, 8.67299)  -0.6513
O (-2.01968, 5.30417, -6.42966)  -0.5426
O (3.82206, 5.50971, -8.09643)  -0.5961
N (1.17316, 2.52870, -0.19204)  -0.1012
N (-4.05989, -3.30237, 0.53961)  -0.2633
N (0.31393, 1.19166, 3.24602)  1.9637
C (1.62472, -0.02631, 5.12987)  -0.9886
C (1.72290, -3.60070, 2.41686)  0.7988
C (2.34235, 1.43459, 1.96395)  -0.6860
C (-2.52658, 3.30666, 4.84314)  -1.4108
C (-1.40533, -8.38597, -3.94116)  0.8637
C (0.04875, -8.27940, -3.93685)  -0.9045
C (1.01580, -1.13012, 2.75608)  0.5160
C (0.27634, 2.20212, 0.90168)  -1.8654
C (-0.15390, -5.99241, -3.00408)  1.0330
C (0.63507, -0.15716, 3.91247)  -0.4969
C (-1.66503, -2.99109, -0.16348)  0.0192
C (2.62378, -2.39365, 5.75705)  -0.3820
C (-3.13678, -2.49712, -0.26872)  -0.7739
C (2.12293, 3.88799, -4.77287)  0.9474
C (-2.42717, 6.57018, -6.30658)  0.3020
C (1.67271, -4.93386, 3.26146)  -1.5553
C (0.61322, -2.62218, 2.93401)  -0.8911
C (-2.20140, -7.20533, -3.46874)  0.3410
C (-3.17251, 8.68084, -7.49685)  -0.9728
C (-3.03074, 8.53887, -5.02647)  0.9344
C (1.54768, -4.01625, 0.93367)  -2.0412
C (-1.18586, 2.64236, 4.52208)  0.4742
C (1.87424, 5.05596, -6.87997)  0.5179
C (-1.60618, -6.08837, -3.02998)  -1.0066
C (-0.64927, -1.86763, -0.42481)  -1.2168
C (-0.76616, -0.82668, 0.73172)  -0.8813
C (-4.32637, -2.70131, 1.81071)  0.5019
C (3.92661, 0.12596, 0.24187)  0.0345
C (4.18189, 4.41026, -6.04650)  -0.9292
C (2.84134, -0.97545, 5.15734)  -1.0382
C (0.81964, 1.04046, 1.80697)  -0.0495
C (1.59286, -2.51717, 6.89164)  -0.6557
C (1.30446, 4.51894, -5.79325)  -1.1694
C (-2.58171, 7.15422, -5.11352)  -0.9110
C (-5.65938, -2.04691, 2.14411)  -1.0895
C (3.35975, 5.02420, -7.08453)  0.8555
C (0.64116, -7.16153, -3.50143)  0.3651
C (3.22906, 0.74638, 1.00353)  -1.1883
C (-3.33083, 9.26556, -6.30272)  0.4003
C (3.60943, 3.87823, -4.96132)  0.1545
C (-1.00966, 1.80101, 3.51131)  -1.2909
C (0.57869, -0.40315, 1.38234)  -0.4732
C (1.02973, 1.67057, -1.37134)  -0.5503
C (-2.70133, 7.30475, -7.58419)  1.0177
H (1.99111, -3.30138, 0.22755)  0.2500
H (-2.16958, -5.23235, -2.68592)  0.5847
H (0.48803, -2.89009, 3.99105)  0.4579
H (0.09110, 1.08368, -1.37193)  -0.0029
H (-0.69403, 1.94044, 0.44679)  0.3098
H (-3.43367, -2.46968, -1.32940)  0.4364
H (-3.26299, 2.53662, 5.09733)  0.3609
H (0.55052, -2.36289, 6.58818)  0.1094
H (2.11862, -4.94878, 0.79426)  0.7338
H (0.23422, 4.53447, -5.63706)  0.5998
H (-3.78721, 10.70262, -5.22267)  0.3543
H (-1.41762, -1.23900, 1.52228)  0.2011
H (1.14055, 3.50863, -0.42610)  0.3594
H (-6.52611, -2.53108, 1.67809)  0.3737
H (-5.69990, -0.97602, 1.89984)  0.1629
H (-1.55253, -3.84862, -0.84611)  -0.3723
H (2.48127, 2.52278, 1.93074)  0.7226
H (0.61194, -9.12943, -4.29560)  0.4290
H (3.33850, -1.10213, 4.18411)  0.3942
H (-2.84296, 3.87202, 3.95547)  0.4087
H (-0.98028, -1.36802, -1.35283)  0.5873
H (0.36888, -2.21583, -0.61859)  0.4525
H (0.50563, -4.26716, 0.71051)  0.3148
H (4.69266, -0.37624, -0.31077)  0.4258
H (1.31190, -0.85802, 0.70317)  1.2125
H (-3.76320, -4.26648, 0.62544)  0.3391
H (-1.57448, -3.40986, 0.85204)  0.3658
H (-2.38495, 6.63487, -4.18601)  0.4444
H (0.96362, -4.88598, 4.09694)  0.3424
H (2.40421, -3.08932, 4.93933)  -0.5350
H (-3.69683, -8.22605, -3.86200)  0.3570
H (1.63632, -3.55508, 7.25032)  0.6770
H (3.68001, 3.00381, -3.32480)  0.3104
H (-1.98851, 5.13091, -7.39119)  0.3414
H (0.99487, 2.32773, -2.25328)  0.5202
H (1.84192, 0.93207, -1.46352)  0.0956
H (5.25259, 4.40760, -6.19499)  0.4333
H (1.79924, 5.94590, -8.50532)  0.3485
H (0.92752, 1.96355, 3.54608)  0.4907
H (0.12800, 3.12897, 1.48346)  0.5187
H (-1.33241, 0.01862, 0.32237)  0.7589
H (-2.42158, 4.02804, 5.65864)  0.4242
H (2.75051, 1.12029, 2.94474)  0.2714
H (1.51142, -5.81082, 2.62357)  0.4617
H (3.59368, -2.72355, 6.16443)  0.6322
H (2.66880, -5.09537, 3.70793)  0.3500
H (-0.35655, -2.82563, 2.45878)  0.1356
H (1.05794, -0.05299, 6.06488)  1.0765
H (2.44508, 0.49072, 8.40723)  0.3675
H (-5.79926, -2.12434, 3.22996)  0.3633
H (2.09405, -1.22682, 2.55647)  0.1991
H (2.04293, 0.99235, 5.07691)  0.2484
H (3.60199, -0.48131, 5.77905)  0.6584
H (2.73674, -3.19784, 2.55804)  0.4500
H (2.13827, -6.13242, -3.12636)  0.3414
H (-3.23697, -1.45844, 0.09098)  0.2152
H (-3.38346, 9.19493, -8.42395)  0.4249

Cartesian forces (eV/Å) of the 3 atoms listed first:
-0.33 -0.01 -0.42
0.78 -0.10 0.31
0.04 0.08 -0.58

---

No. 6
The molecule C5H8O2, computed with ωB97M-V/def2-TZVPD.

Calculated values
Energy above the lowest of the compared OMol25 structures with the same formula, charge and spin   60.2 kcal per mole
E_HOMO   -9.221 eV
Structure (SMILES)   C[C@@]12C[C@]1(O)CO2
2S+1   1

Each line ends with the Mulliken charge.
CARTESIAN COORDINATES (ANGSTROEM)
O (0.20136, 1.49125, -0.40272)  -0.4676
O (-1.27893, -0.99189, 1.29090)  -0.5216
C (1.79376, -0.12982, 0.87225)  -1.3705
C (-0.80356, -0.24680, 0.22740)  0.4128
C (-1.16984, 1.19342, -0.03837)  -0.5754
C (0.60346, 0.16145, 0.00424)  0.9087
C (-0.04234, -0.78053, -0.97170)  -0.7816
H (1.59485, -1.06416, 1.41272)  0.3170
H (0.26741, -1.82132, -0.95294)  0.3037
H (-2.24086, -0.91611, 1.28966)  0.3246
H (-0.24668, -0.35596, -1.95304)  0.2343
H (2.72723, -0.26269, 0.31642)  0.3162
H (1.93818, 0.64906, 1.62734)  0.3350
H (-1.91931, 1.38226, -0.82157)  0.2621
H (-1.43864, 1.73849, 0.87358)  0.3021

Cartesian forces (eV/Å) of the 3 atoms listed first:
0.24 0.13 0.19
-0.24 -0.06 -0.06
0.00 0.07 -0.05

---

Maximum force across the listed records, respectively: 3.252; 4.220; 7.765; 4.952; 3.728; 0.390 eV/Å.